Record 1
Density functional theory data (ωB97M-V with the def2-TZVPD basis set) for CH5IN2 as an isolated structure.

```
9
CH5IN2, DFT ωB97M-V with the def2-TZVPD basis set
C 0.96 0.08 -0.29
N -0.42 0.47 -0.60
N -1.39 0.24 0.33
I -1.44 -1.89 1.20
H 1.57 0.53 -1.05
H 1.22 0.48 0.64
H 1.09 -0.91 -0.12
H -0.48 0.02 -1.47
H -1.12 0.97 1.36
```

- Lowest unoccupied orbital energy: -0.61 eV
- HOMO level: -8.86 eV

Löwdin population analysis, charges in e, atoms 1 to 6: C -0.139; N -0.255; N -0.414; I 0.405; H 0.085; H 0.054



Record 2
Density functional theory data (ωB97M-V with the def2-TZVPD basis set) for the molecule C6H10.

```
16
C6H10, DFT ωB97M-V with the def2-TZVPD basis set
C -1.59 0.85 0.24
C -0.22 0.69 0.84
C 0.53 -0.61 0.89
C 0.40 -1.42 -0.41
C 0.84 -0.16 -1.20
C 1.07 0.58 0.11
H -2.33 0.89 1.04
H -1.85 -0.01 -0.39
H -1.67 1.76 -0.36
H -0.08 1.22 1.78
H 0.62 -0.97 1.90
H 1.15 -2.21 -0.52
H -0.58 -1.85 -0.61
H 0.05 0.29 -1.83
H 1.73 -0.30 -1.81
H 1.92 1.24 0.32
```

- Lowest unoccupied orbital energy: 1.19 eV
- HOMO level: -9.54 eV
- SMILES: C[C@H]1[C@H]2CC[C@@H]12

Löwdin population analysis, charges in e, atoms 1 to 6: C -0.064; C -0.299; C -0.188; C -0.140; C -0.137; C -0.185



M values, unit Da, following the record order: 172.0, 82.1.
Relative energy (zero: lowest compared OMol25 entry of this formula, charge and spin) values, unit kJ/mol, following the record order: 172.30, 144.55.
Largest force on an atom values, unit eV/A, following the record order: 5.231, 0.951.